{
  "formula": "C4H9NO2",
  "method": "ωB97M-V with the def2-TZVPD basis set",
  "elements": ["H", "O", "C", "H", "C", "C", "C", "H", "H", "H", "H", "H", "H", "O", "N", "H"],
  "coordinates": [[-0.42, 0.66, -1.52], [0.26, 1.80, 0.43], [-1.02, -0.25, -1.65], [-0.56, 1.56, 0.89], [-1.26, -0.94, 0.80], [1.30, 0.99, 0.92], [1.15, -0.47, 0.55], [-0.40, -1.08, -1.99], [1.39, 1.07, 2.02], [2.02, -1.04, 0.91], [-2.29, -1.45, 0.25], [2.23, 1.38, 0.48], [1.09, -0.60, -0.53], [0.01, -1.04, 1.22], [-1.71, -0.54, -0.38], [-1.80, -0.06, -2.39]],
  "lowdin_charge": [0.069, -0.068, -0.108, 0.086, -0.244, -0.235, -0.163, 0.082, 0.126, 0.129, 0.157, 0.126, 0.098, -0.072, -0.057, 0.075],
  "total_energy_ha": -362.88375,
  "relative_energy_kcal_mol": 126.62
}



{
  "formula": "C4H9NO2",
  "method": "ωB97M-V with the def2-TZVPD basis set",
  "elements": ["H", "H", "C", "H", "N", "H", "H", "O", "C", "H", "C", "H", "O", "H", "C", "H"],
  "coordinates": [[-2.30, -1.95, 1.02], [1.09, -1.02, 0.33], [-1.52, 0.12, 0.85], [-2.15, 1.64, -0.52], [2.04, 0.90, -0.60], [-0.63, 0.83, -0.98], [-2.05, 0.44, 1.75], [-0.49, -0.83, 1.13], [-1.67, -1.28, 0.45], [3.55, -0.52, -0.97], [2.56, -0.25, -0.57], [-1.52, -1.54, -0.60], [1.95, -1.31, -0.06], [-0.63, 2.01, 0.33], [-1.22, 1.22, -0.14], [2.69, 1.56, -1.03]],
  "lowdin_charge": [0.112, 0.067, -0.328, 0.082, 0.093, 0.068, 0.140, -0.090, -0.103, 0.123, -0.374, 0.121, 0.027, 0.078, -0.057, 0.042],
  "total_energy_ha": -363.00004,
  "relative_energy_kcal_mol": 53.65
}



{
  "formula": "C4H9NO2",
  "method": "ωB97M-V with the def2-TZVPD basis set",
  "elements": ["H", "H", "H", "H", "H", "H", "H", "H", "N", "C", "O", "C", "H", "C", "O", "C"],
  "coordinates": [[-2.43, 2.09, 0.80], [-1.17, 1.26, -1.11], [0.86, -0.63, 1.53], [2.12, -2.02, 0.25], [-0.97, 1.68, 1.74], [-0.88, -0.52, -1.14], [2.62, -2.02, -1.97], [1.65, -0.41, -2.18], [1.73, -1.24, -0.27], [-0.86, 0.38, -0.53], [0.46, 0.68, -0.11], [1.08, -0.38, 0.50], [-2.55, 0.98, 2.19], [1.97, -1.26, -1.59], [-1.72, 0.15, 0.54], [-1.92, 1.29, 1.35]],
  "lowdin_charge": [0.092, 0.140, 0.122, 0.158, 0.089, 0.136, 0.038, 0.050, -0.072, -0.259, -0.079, -0.215, 0.091, -0.046, -0.150, -0.096],
  "total_energy_ha": -362.93039,
  "relative_energy_kcal_mol": 97.36
}



{
  "formula": "C4H9NO2",
  "method": "ωB97M-V with the def2-TZVPD basis set",
  "elements": ["H", "H", "H", "C", "C", "N", "H", "O", "O", "C", "C", "H", "H", "H", "H", "H"],
  "coordinates": [[-3.08, 0.01, -1.31], [-2.39, -1.67, -0.01], [1.65, -1.33, -0.62], [-1.80, -0.82, 0.22], [-2.36, 0.54, -0.21], [0.50, 0.08, 0.17], [3.60, -0.19, 0.55], [-0.41, -1.10, -0.22], [-1.24, 1.63, -0.14], [2.97, 0.49, 0.04], [1.60, -0.25, -0.30], [-3.35, 0.76, 0.56], [2.74, 1.43, 0.56], [-0.33, 0.77, 0.20], [3.45, 0.34, -0.91], [-1.54, -0.68, 1.42]],
  "lowdin_charge": [0.164, 0.096, 0.159, -0.242, -0.277, 0.123, 0.057, -0.153, -0.283, -0.003, -0.070, 0.142, 0.096, -0.030, 0.067, 0.155],
  "total_energy_ha": -362.76617,
  "relative_energy_kcal_mol": 200.41
}



no.,HOMO (eV),orbital gap (eV)
1,-8.59,9.46
2,-10.03,11.12
3,-6.63,7.56
4,-8.58,8.80